The following is a quantum chemistry calculation of the ion C10H18NS with charge +1 in a non-equilibrium geometry, from the Open Molecules 2025 dataset.

Output
HOMO-LUMO gap (alpha / beta) (eV): 6.17 / 7.42
Spin multiplicity: 3
HOMO energy (alpha / beta) (eV): -9.2 / -12.6
Total charge: +1

Cartesian coordinates (Å):
C -1.79614 0.72236 -0.55694
C -0.50628 1.08392 -0.72547
C 1.88984 -0.08817 -3.05314
C 0.88042 0.71013 -3.20278
C -2.11579 -0.22354 0.59173
C 0.12594 0.44071 1.35086
C -2.88757 1.08483 -1.50636
C 2.00063 -0.34181 2.77538
C 1.36763 -1.28963 0.44745
C 1.48053 -0.07021 1.39042
N -1.01986 -0.52240 1.47546
S 0.62104 1.82342 -1.74453
H 1.99088 -0.86338 -3.79023
H 2.51092 0.06189 -2.19417
H 0.00160 0.77253 -3.90247
H -2.95126 0.34883 1.01491
H -2.54056 -1.28136 0.18448
H -0.18706 1.43738 1.84408
H -3.20746 0.30207 -2.09771
H -2.68842 2.02045 -1.97766
H -3.66675 1.41391 -0.80254
H 2.22976 -1.42916 2.80312
H 1.31541 -0.10717 3.60003
H 2.94056 0.08257 2.96550
H 0.76996 -2.16618 0.74750
H 2.30673 -1.71798 0.21388
H 0.98602 -0.87608 -0.55028
H 2.07330 0.60158 0.82295
H -1.29163 -0.46987 2.56680
H -0.63240 -1.45966 1.30974



The following is a quantum chemistry calculation of the molecule C10H18O, from the Open Molecules 2025 dataset.

Output
SMILES: CC1=CC[C@@H](C(C)(C)O)CC1
HOMO-LUMO gap (eV): 9.37
HOMO energy (eV): -8.6
Total charge: 0

Cartesian coordinates (Å):
C -3.80666 -0.18458 0.14901
C -2.33265 0.05383 0.11035
C -1.76180 1.21538 -0.18457
C -0.27292 1.36152 -0.12668
C 0.51210 0.16637 -0.71817
C 1.84665 -0.02342 0.05134
C 2.68937 1.25976 -0.03123
C 2.68234 -1.17413 -0.52998
O 1.52114 -0.30201 1.40636
C -0.35524 -1.10188 -0.75151
C -1.41203 -1.10376 0.35504
H -4.09494 -0.58580 1.12119
H -4.35782 0.73606 -0.02934
H -4.09311 -0.91580 -0.60722
H -2.34385 2.09721 -0.40678
H 0.02972 2.28525 -0.62286
H 0.00054 1.43654 0.92883
H 0.78882 0.40875 -1.74864
H 2.89870 1.50516 -1.06874
H 3.63938 1.11659 0.48545
H 2.17736 2.09459 0.43371
H 2.73672 -1.09708 -1.61313
H 3.69556 -1.13726 -0.13081
H 2.25635 -2.13715 -0.26602
H 2.34304 -0.42117 1.89442
H 0.26177 -1.99379 -0.67144
H -0.87258 -1.14449 -1.71432
H -0.90692 -0.99592 1.31692
H -1.95932 -2.04773 0.35148



The following is a quantum chemistry calculation of the molecule C10H18O2S in a non-equilibrium geometry, from the Open Molecules 2025 dataset.

Output
SMILES: C=[S@H](CCCC)=C1C[C@@H](C)OC1=O
HOMO-LUMO gap (eV): 8.44
HOMO energy (eV): -7.8
Total charge: 0

Cartesian coordinates (Å):
C -1.00024 1.57104 -1.02739
S 0.15973 0.83712 0.01627
C 0.72789 -0.89121 -0.93734
C 1.81291 -0.45024 -1.92437
C 2.09295 -1.60876 -2.92237
C 3.02041 -1.16951 -4.06875
C -0.39981 1.09083 1.57654
C -1.85262 1.37824 1.92080
C -2.05320 0.81404 3.42281
C -3.36148 0.07251 3.65863
O -0.86369 0.00737 3.61712
C 0.08306 0.08496 2.62500
O 1.04261 -0.64332 2.51041
H -0.79232 1.56041 -2.16549
H -1.38500 2.41568 -0.41530
H 1.52435 1.13477 0.17355
H -0.19307 -1.12746 -1.58381
H 0.90927 -1.64897 -0.20600
H 1.45387 0.29871 -2.70627
H 2.77975 -0.18449 -1.36787
H 1.25372 -2.30552 -3.31821
H 2.55472 -2.39658 -2.29974
H 4.01210 -1.54556 -3.93701
H 2.74227 -1.54032 -5.12054
H 3.10476 -0.12572 -4.08539
H -1.95072 2.40175 1.94613
H -2.51971 0.83520 1.16376
H -1.83622 1.56985 4.12940
H -3.44127 -0.79519 3.02744
H -4.20255 0.67994 3.51291
H -3.42244 -0.31959 4.78510



The following is a quantum chemistry calculation of the molecule C10H18O3 in a non-equilibrium geometry, from the Open Molecules 2025 dataset.

Output
SMILES: CCCCCC[C@]12COOC[C@@H]1O2
HOMO-LUMO gap (eV): 10.60
HOMO energy (eV): -9.7
Total charge: 0

Cartesian coordinates (Å):
C -3.80504 -0.28509 0.75006
C -2.89668 0.86110 0.36323
C -2.05472 0.56554 -0.83673
C -1.30778 -0.75406 -1.00340
C -0.47500 -1.12559 0.27806
C 0.67266 -0.16597 0.65873
C 1.65248 0.06457 -0.49263
C 2.47597 -1.02753 -0.88760
O 3.75969 -0.97916 -0.25810
O 3.68484 -0.34261 1.08266
C 3.24889 1.15929 0.90542
C 2.61673 1.23248 -0.47328
O 1.31905 1.34463 -1.20638
H -3.90246 -0.53154 1.83598
H -4.81786 -0.08414 0.38251
H -3.37696 -1.15204 0.25149
H -3.34771 1.87170 0.20776
H -2.32038 1.10063 1.28166
H -1.30871 1.43713 -0.87188
H -2.74340 0.76874 -1.68512
H -0.52744 -0.65551 -1.76214
H -1.95767 -1.59234 -1.40073
H -1.13522 -1.26357 1.10778
H -0.03467 -2.09171 0.05120
H 0.30506 0.84510 0.82143
H 1.15786 -0.48845 1.63049
H 2.76104 -1.06126 -1.95583
H 1.88278 -1.87889 -0.57763
H 2.75517 1.39832 1.84567
H 4.21264 1.65821 1.00353
H 3.50683 1.17201 -1.04624



The following is a quantum chemistry calculation of a cluster of 2 separate species, C10H19IN2O in total in a non-equilibrium geometry, from the Open Molecules 2025 dataset.

Output
HOMO-LUMO gap (eV): 3.14
HOMO energy (eV): -4.9
Total charge: 0

Cartesian coordinates (Å):
C -0.85431 -1.53559 1.91096
C 0.14302 -0.53625 2.76419
C 1.68311 -1.03192 2.53057
C 2.53335 -0.21741 1.39856
C 1.66614 0.76384 0.42034
C 1.77894 2.39856 0.47207
N 0.82144 2.98524 -0.57363
C 0.14537 1.81605 -1.32002
C -0.93197 1.96690 -2.56972
I -2.84441 2.87358 -2.01168
C -1.08914 0.43389 -3.20729
C -2.02453 -0.54864 -2.25454
N 0.67577 0.50948 -0.69266
H -1.05331 -2.47096 2.62512
H -1.91021 -1.08217 1.67918
H -0.33147 -1.99999 0.94831
H -0.05419 0.60485 2.60241
H -0.10578 -0.74610 3.91302
H 2.27092 -0.93668 3.56274
H 1.65720 -2.16336 2.21304
H 3.08955 -1.02225 0.73376
H 3.39875 0.39925 1.93525
H 2.46323 3.04103 1.18065
H 0.64007 4.01426 -0.76764
H -0.40119 2.64008 -3.38749
H -1.60063 0.43287 -4.26821
H 0.02656 0.02812 -3.31377
H -2.12803 0.00029 -1.20151
H -1.35269 -1.51052 -2.04691
H -3.05442 -0.83399 -2.73198
H 0.44156 -0.47896 -0.95033
O -1.41622 -3.79273 0.05396
H -2.28247 -4.00072 0.35325



The following is a quantum chemistry calculation of the ion C10H19N2 with charge +1 in a non-equilibrium geometry, from the Open Molecules 2025 dataset.

Output
SMILES: C/C=C(C)/C(C)=C\[C@H](N)C(C)=[NH2+]
HOMO-LUMO gap (eV): 8.60
HOMO energy (eV): -12.3
Total charge: +1

Cartesian coordinates (Å):
C 2.20516 2.25487 -0.37525
C 1.45511 1.01338 -0.72077
C 1.23123 0.01397 0.12207
C 1.64800 0.18626 1.56093
C 0.64463 -1.25026 -0.27426
C 1.60670 -2.43126 -0.23761
C -0.59518 -1.44903 -0.70408
C -1.72373 -0.52557 -0.80840
N -1.73841 0.27079 -1.99792
C -1.97429 0.32924 0.37392
C -2.29574 -0.25990 1.70182
N -1.92360 1.60321 0.17505
H 1.74283 2.69147 0.54558
H 2.25445 2.89512 -1.22760
H 3.08316 1.87257 -0.01345
H 1.12401 0.95396 -1.71695
H 2.70353 0.26343 1.53547
H 1.23386 -0.59241 2.14346
H 1.19088 1.12910 1.77203
H 2.65895 -2.28291 -0.22750
H 1.57399 -3.16959 -1.05829
H 1.50329 -3.06898 0.64096
H -0.85808 -2.42340 -1.11275
H -2.59488 -1.21654 -0.75685
H -0.90833 0.14602 -2.67010
H -2.54775 0.14182 -2.58032
H -1.31829 -0.34321 2.12034
H -2.58173 -1.25836 1.51561
H -2.79733 0.39190 2.35764
H -1.97074 1.77165 -0.89034
H -2.03171 2.34265 0.80755



Computed values of energy relative to the best compared isomer or geometry (same formula, charge and spin) (unit: kJ/mol) for the preceding records, in sequence: 437.8 0.0 645.4 681.3 530.0 260.2.